# 1
Computed, not measured: C15H27N3O3Ti as an isolated structure, with ωB97M-V/def2-TZVPD.

Geometry as XYZ:
```
49
Properties=species:S:1:pos:R:3:forces:R:3:mulliken_charge:R:1
C 1.60712 0.68384 -1.42180 4.746 -0.300 -1.501 -0.89
H -3.07861 4.24633 -1.05350 -0.116 0.130 0.402 0.44
N -3.17635 2.77022 2.59095 0.472 0.671 1.091 -0.63
C 3.29710 -0.24180 -2.05620 -4.576 4.861 -2.311 -1.23
H -5.14777 3.42039 -0.09274 0.174 -0.009 0.201 0.36
H 6.22382 -1.12655 -1.21785 -0.138 -0.046 -0.313 0.35
O -2.67535 -0.15395 1.58092 -0.289 -1.283 -0.013 -0.57
H 3.83021 0.70785 -2.33917 -0.289 -0.925 0.174 0.44
H -0.17458 -3.24544 0.42799 -0.036 0.212 -0.188 0.19
C -0.98671 -2.75826 -0.12544 1.226 0.116 0.210 -0.46
H -5.24023 3.07349 2.51365 -0.082 -0.082 -0.418 0.44
H 0.97677 -1.42670 -1.48558 -1.357 1.799 -0.338 0.15
C -2.26408 -1.25031 1.06357 1.839 0.738 -1.435 0.41
H -3.36276 1.76177 -0.81234 0.186 0.361 0.041 0.28
H 2.11216 1.19503 -0.57060 -1.250 -0.316 -0.212 0.35
H 5.56265 -2.55785 -2.00526 -0.170 0.426 -0.021 0.34
H -1.84296 2.27595 -1.11208 -0.186 0.118 0.286 0.35
C 2.74578 -1.59363 0.82450 -4.080 0.874 0.978 -1.02
C -0.29024 -0.28242 -0.15022 2.163 -0.571 -2.637 0.49
C -2.32346 -3.33203 0.23460 -0.860 -0.228 -0.245 -0.55
H 5.07508 -3.56463 -0.21151 -0.067 0.474 0.312 0.35
H 1.49329 1.38329 -2.27577 0.001 -0.520 0.512 0.38
H 1.92901 -2.37535 0.79554 1.238 0.432 0.579 0.22
N -1.11298 -1.36485 0.29092 -2.096 0.286 1.243 0.40
O -2.94198 -2.34582 1.17708 0.584 -0.266 -0.426 -0.32
C -3.01620 3.69406 -0.10713 -0.107 0.403 -0.612 -0.55
H 4.59138 -3.08392 1.44589 0.347 0.017 -0.400 0.37
H -4.59213 4.70668 0.93559 0.177 -0.131 -0.114 0.38
H -0.77551 -2.79451 -1.18900 -0.061 -0.184 -0.098 0.51
O -0.42458 0.79662 0.63205 -1.055 1.080 0.412 -0.70
H -4.66035 1.72009 1.54833 0.014 0.122 0.002 0.31
H 5.91688 -2.21294 0.62339 -0.736 -0.178 -0.166 0.33
C 3.82277 -1.71669 -0.02792 3.924 0.480 -4.403 1.15
H -2.88734 3.72857 2.81589 -0.215 -0.221 0.053 0.30
H 5.59076 -1.00764 -2.88371 -0.094 -0.158 0.399 0.39
C -4.35153 3.68370 0.61878 -0.623 0.629 -0.212 -0.62
H -2.27262 -4.30165 0.72538 -0.169 0.218 0.053 0.38
C 0.60579 -0.35146 -1.26162 -1.546 -2.412 4.531 -0.06
C 4.08830 -1.10298 -1.30493 0.941 -3.688 5.613 0.99
H 2.85267 -0.62888 -3.00383 0.542 -0.066 0.621 0.40
Ti -1.94225 1.59331 1.39342 2.613 -1.592 -0.724 1.09
H -2.21635 4.16515 0.48044 -0.080 0.052 -0.066 0.35
C 5.42637 -1.46876 -1.89532 0.420 0.189 -0.628 -1.81
H 2.34458 -0.61165 1.17139 0.474 -0.709 -0.401 0.34
H -2.95096 -3.36980 -0.66222 -0.257 -0.057 0.495 0.28
H -3.27231 2.28913 3.49242 -0.264 0.232 -0.088 0.38
C -4.44720 2.76214 1.82505 -0.430 -0.144 0.399 -0.48
N -2.59360 2.31345 -0.40888 -0.237 -0.679 -1.005 -0.44
C 4.92848 -2.70059 0.46689 -0.616 -0.154 0.369 -1.55
```
Forces are in eV/Å.

Its charge is +2. The HOMO energy (alpha / beta) is -0.43669 / -0.45961 hartree. Its expectation value of S² is 2.02. The orbital gap (alpha / beta) comes out at 0.1666 / 0.2000 hartree. As for the spin multiplicity: 3.

=====

# 2
Computed, not measured: a single C4H2N2O molecule, with ωB97M-V/def2-TZVPD.

Geometry as XYZ:
```
9
Properties=species:S:1:pos:R:3:forces:R:3:mulliken_charge:R:1
O -1.51171 0.63548 0.00928 0.003 -0.849 0.837 -0.30
N 3.18181 -0.03732 0.06175 -1.413 -0.312 -0.234 -0.42
N -0.25756 -1.20802 -0.05892 -2.378 -1.418 1.285 -0.51
H -2.37210 -1.19186 0.02924 -1.953 -1.280 0.100 0.42
C 0.56949 -0.13817 -0.02363 0.945 -0.373 -0.298 0.43
C -0.22631 0.92439 0.00222 0.969 1.108 -0.296 -0.26
C -1.47223 -0.71081 0.09458 3.186 -0.352 -1.626 -0.04
H 0.05643 1.88815 -0.09011 0.520 3.083 -0.022 0.49
C 2.03218 -0.16183 -0.02442 0.120 0.392 0.253 0.18
```
Forces are in eV/Å.

The structure (SMILES) is N#Cc1cocn1. Its charge is 0. The HOMO energy is -0.37501 hartree. The orbital gap comes out at 0.3973 hartree.

=====

# 3
Computed, not measured: C21H27N4SbSe4SiY as an isolated structure, with ωB97M-V/def2-TZVPD.

Geometry as XYZ:
```
59
Properties=species:S:1:pos:R:3:forces:R:3:mulliken_charge:R:1
H -0.95601 2.26911 1.60831 0.138 -0.118 0.091 0.41
H 3.59910 4.27248 -1.27143 0.050 0.060 -0.112 0.48
C 0.05909 1.92542 1.86429 -0.278 1.154 0.403 -0.99
C 0.70743 1.58458 -3.93203 -0.082 -0.215 0.435 -1.09
H -3.41090 0.07193 3.72509 0.002 0.014 0.048 0.49
H 0.24566 2.22186 2.91873 -0.116 -0.169 -0.270 0.44
H -2.15173 2.49209 -1.30066 -0.250 0.177 0.229 0.25
C 2.38851 -2.23270 2.78049 -0.158 0.180 -0.080 -1.09
H 3.03606 -4.21436 3.28791 0.021 0.001 -0.014 0.41
C 2.84388 3.85404 -0.62734 -0.112 0.233 0.233 -1.21
H 2.70965 5.54954 0.69397 0.007 0.098 -0.037 0.41
Se 1.83017 -2.04415 -4.07509 -0.733 0.182 0.289 -0.71
N 1.47291 1.99137 -0.07936 -0.347 -0.090 0.004 0.81
N 0.11215 0.49317 1.70777 0.406 1.414 5.258 0.00
C -4.64214 0.23900 1.96240 0.308 -0.115 -0.202 -0.41
Sb 1.46352 -1.12343 -1.78985 5.005 -3.160 -6.178 1.21
H 1.40130 -5.30383 1.76611 -0.040 -0.081 -0.017 0.42
H -5.54623 0.35145 0.00954 -0.073 -0.006 -0.085 0.45
N 0.60594 -2.11512 1.20082 0.643 0.205 0.022 0.48
C -0.90428 -0.11425 2.54124 -0.801 -0.395 1.113 -0.66
C -1.31794 2.74231 -1.95587 0.008 -0.204 0.204 -1.36
C 1.46032 -0.01281 1.94009 1.379 -0.278 0.270 0.18
H -2.07919 1.09199 -4.44541 -0.078 0.264 -0.283 0.42
Si -0.50174 1.07729 -2.48888 0.467 1.235 -3.473 1.09
Se 3.73122 -2.24310 -1.11011 -0.180 -5.193 2.800 -0.46
C 0.57146 -3.43781 1.11347 0.141 -0.180 -0.030 -0.58
H -1.72802 3.24199 -2.82468 -0.159 0.159 -0.338 0.49
H 1.91703 0.41615 2.84983 -0.175 -0.020 -0.203 0.68
C 1.42399 3.94364 1.28706 -0.010 0.046 0.048 -1.07
C 1.03183 2.64960 0.98538 0.172 0.330 -0.121 0.55
C 1.42968 -4.22999 1.86260 0.094 0.112 0.032 -0.79
C -4.63009 0.26816 0.57091 -0.070 0.031 0.280 -1.05
Se -1.15964 -1.72249 -1.68915 -3.102 -4.846 -1.894 -0.62
C 2.36049 2.58398 -0.87505 0.238 -0.086 -0.175 -0.26
H -0.66852 3.44601 -1.44506 0.216 0.132 0.213 0.29
Y -0.18209 -0.20270 -0.22186 -0.975 2.575 1.027 -0.71
C -1.89000 0.41341 -3.62004 -0.158 0.263 0.244 -1.73
C -2.26551 0.05901 1.91436 -0.139 0.243 -0.296 0.37
C -3.41896 0.18228 -0.08365 0.199 0.091 -0.198 0.15
H 2.73816 2.00312 -1.70543 -0.176 -0.092 0.030 0.06
H -2.79443 0.33081 -3.02126 -0.397 -0.012 -0.119 0.49
C 2.35427 4.55543 0.46498 0.053 -0.121 -0.067 -0.50
H 0.23968 2.34837 -4.54926 -0.151 0.219 -0.141 0.45
N -2.25891 0.10392 0.57514 -2.162 0.480 1.408 0.50
H 1.65323 1.98015 -3.56732 0.226 0.079 -0.061 0.25
C -3.43885 0.12031 2.64539 -0.226 -0.037 0.057 -1.19
H -0.13957 -3.84466 0.39659 0.044 0.106 0.073 0.48
H -0.72747 -1.19598 2.60651 -0.051 0.427 0.096 0.35
H -0.90556 0.28488 3.57222 0.051 -0.016 -0.185 0.40
Se 3.99351 -0.31547 -1.90412 1.719 5.450 -1.588 -0.45
H -5.57490 0.29033 2.50353 -0.075 0.026 0.057 0.42
C 2.34845 -3.61729 2.70363 -0.126 0.016 -0.091 -0.45
H 1.00835 4.45139 2.14776 0.053 0.009 0.054 0.49
H 2.08498 0.31008 1.06730 -0.198 -0.345 0.661 0.11
H -1.68677 -0.58842 -3.98980 0.187 0.108 -0.141 0.36
H 3.10560 -1.71850 3.40814 -0.007 -0.034 -0.032 0.47
H -3.31491 0.15262 -1.16827 -0.178 0.001 0.260 0.07
C 1.49432 -1.51441 2.00050 0.079 -0.547 0.115 0.76
H 0.94067 0.71280 -4.56784 -0.124 0.236 0.378 0.27
```
Forces are in eV/Å.

Its charge is -1. The HOMO energy is -0.07784 hartree. The orbital gap comes out at 0.1395 hartree.

=====

# 4
Computed, not measured: a 2-piece molecular cluster, C2H3N2O2S overall, with ωB97M-V/def2-TZVPD.

Geometry as XYZ:
```
10
Properties=species:S:1:pos:R:3:forces:R:3:mulliken_charge:R:1
N 3.18144 1.25488 1.50979 0.478 0.341 0.094 -0.47
H 0.18600 -1.30068 -0.85012 -0.623 0.300 0.283 0.21
O -0.35620 -1.35705 -2.57061 -4.690 -1.059 -0.191 -0.56
S 0.89189 -0.40088 1.33236 -0.602 0.903 -0.427 -0.13
O -2.32813 -1.15504 -1.52395 1.826 -1.068 -2.073 -0.50
H 1.76920 -1.58482 -0.27022 1.140 -1.038 -0.755 0.31
N -1.68867 -1.69260 -2.48222 2.417 1.873 1.468 0.11
C 1.06082 -0.82237 -0.43787 0.856 0.082 -0.253 -0.63
C 2.25151 0.58156 1.44267 -0.170 -0.163 0.177 0.37
H 1.43385 -0.12543 -1.24944 -0.631 -0.170 1.678 0.28
```
Forces are in eV/Å.

Its charge is -1. The HOMO energy is -0.14625 hartree. The orbital gap comes out at 0.2672 hartree.

=====

# 5
Computed, not measured: a 2-piece molecular cluster, C10H21F3N3O overall, with ωB97M-V/def2-TZVPD.

Geometry as XYZ:
```
38
Properties=species:S:1:pos:R:3:forces:R:3:mulliken_charge:R:1
H -2.18917 -3.68266 -0.56979 0.192 -0.087 0.070 0.23
H 1.28389 1.79770 2.19709 0.001 0.004 0.019 0.31
H 4.86972 -0.15862 2.35927 0.005 0.002 0.003 0.30
H 0.64666 0.22716 -0.11566 0.092 -0.035 -0.205 0.32
H 2.20571 3.93453 1.29186 0.006 0.003 0.001 0.30
C 5.11577 0.88297 2.14867 -0.052 -0.020 0.024 -1.06
C -0.93537 0.12127 -1.68752 0.267 0.302 -0.601 -0.56
C -1.15019 -2.10715 -1.39387 -0.010 -0.666 -0.623 0.30
H 4.53034 0.80473 0.08181 0.013 0.007 0.001 0.32
C 2.59912 3.49600 2.20996 0.016 -0.005 -0.055 -1.14
H -0.20121 0.29306 -2.47833 -0.012 0.069 0.024 0.35
H -1.56403 1.00218 -1.60262 -0.181 -0.111 0.040 0.32
C -4.01783 -0.66604 -1.24826 -0.126 0.116 0.007 -0.69
H -3.21800 -0.42440 -3.26547 -0.026 0.043 0.016 0.40
H 4.59249 2.43177 0.73890 -0.030 0.008 0.022 0.31
H 6.17970 0.94641 1.91964 0.000 -0.017 -0.009 0.38
H 2.10092 3.96491 3.05889 -0.015 0.000 -0.006 0.40
H -4.50108 0.28872 -1.44649 -0.034 -0.036 -0.092 0.44
C -0.25954 -0.30105 -0.39999 -0.024 -0.193 -0.058 -0.39
C -5.11669 -1.67204 -0.90247 -0.047 -0.100 0.044 0.81
H 3.65906 3.74044 2.27644 -0.004 -0.001 0.038 0.27
F -5.29270 -2.60007 -1.86077 -0.086 0.128 0.069 -0.28
F -4.79628 -2.34597 0.22720 -0.047 0.037 -0.120 -0.28
N -0.05250 -1.72980 -0.74635 -0.161 -0.062 1.161 -0.20
N -1.69858 -1.10339 -2.04197 -0.373 0.397 0.730 0.09
O 2.90197 1.29290 1.13343 -0.167 -0.060 -0.049 -0.36
H 4.94110 1.46501 3.05381 0.027 0.025 -0.013 0.28
H 0.30301 -2.38116 -0.05937 0.213 0.029 -0.092 0.33
H -3.35695 -2.09016 -2.76049 -0.016 0.030 0.012 0.54
C -3.11151 -1.09139 -2.41384 0.086 -0.019 -0.421 -0.92
H 2.71986 1.57397 3.18261 0.027 -0.006 -0.019 0.30
H -3.43427 -0.53217 -0.33757 -0.008 0.028 0.002 0.28
F -6.29285 -1.06839 -0.69958 0.272 -0.132 0.025 -0.26
C 2.35673 1.99837 2.24093 -0.011 0.011 0.043 -0.23
N -1.66813 -3.37779 -1.37562 0.023 0.012 -0.041 -0.37
C 4.31328 1.39903 0.96949 0.041 -0.012 -0.055 -0.36
H -1.46800 -4.05212 -2.09427 -0.074 0.120 -0.098 0.22
H -0.99448 -0.27675 0.41033 0.221 0.190 0.205 0.30
```
Forces are in eV/Å.

Its charge is +1. The HOMO energy is -0.44550 hartree. The orbital gap comes out at 0.3202 hartree.